{"formula": "C13H11O5PRu", "method": "the ωB97M-V functional and the def2-TZVPD basis", "symbols": ["O", "C", "Ru", "O", "C", "C", "O", "C", "O", "C", "O", "C", "P", "C", "C", "C", "C", "C", "C", "C", "H", "H", "H", "H", "H", "H", "H", "H", "H", "H", "H"], "coordinates": [[-1.6613, 1.6603, -3.2736], [-1.1935, 1.1927, -2.3517], [0.0000, 0.0000, 0.0000], [2.5441, -0.7142, -1.5451], [1.5717, -0.4291, -0.9976], [-1.5601, 0.4170, 1.0207], [-2.4721, 0.6413, 1.6876], [-0.7538, -1.6942, -0.4590], [-1.1808, -2.7406, -0.6821], [0.7655, 1.6824, 0.4828], [1.2530, 2.6679, 0.8263], [0.5327, 0.3388, 3.9714], [0.6923, -0.6024, 2.4097], [2.4647, -0.1920, 2.1387], [0.5952, -2.2089, 3.2782], [1.5400, -2.5112, 4.2914], [1.4881, -3.7133, 4.9942], [0.5023, -4.6472, 4.6927], [-0.4298, -4.3794, 3.6814], [-0.3854, -3.1647, 2.9763], [0.7254, 1.4083, 3.7482], [1.2290, 0.0376, 4.7731], [-0.5112, 0.2480, 4.3368], [3.0582, -0.3795, 3.0528], [2.8737, -0.8453, 1.3421], [2.6393, 0.8629, 1.8789], [2.3270, -1.8231, 4.5610], [2.2139, -3.9144, 5.7713], [0.4697, -5.5806, 5.2437], [-1.1830, -5.1191, 3.4547], [-1.1158, -2.9759, 2.2040]], "lowdin_spin": [0.014, 0.144, 2.048, 0.136, 0.121, 0.098, 0.040, 0.181, 0.184, 0.168, 0.163, 0.068, 0.410, 0.097, 0.179, 0.314, 0.044, 0.096, 0.328, 0.095, 0.003, 0.016, 0.003, 0.021, 0.001, 0.002, 0.011, 0.000, 0.001, 0.012, 0.001], "total_charge": 3, "multiplicity": 6, "e_lumo_ev": [-10.934, -15.878], "e_tot_ev": -35728.68401}